Entry 1:
This record from the Open Molecules 2025 dataset describes a cluster of 2 separate species, C4H8N2S in total at a distorted geometry. The level of theory is the ωB97M-V functional and the def2-TZVPD basis.

Charge: 0
Energy above the lowest of the compared OMol25 structures with the same formula, charge and spin in kcal per mole: 92.0
Largest force on an atom in eV Å⁻¹: 6.07
Gap between HOMO and LUMO (spin up / spin down) in eV: 8.4 / 8.4

Atoms and positions in Å:
1 C 1.302882 -0.127696 -0.380179
2 C -1.000895 1.170995 -0.123923
3 C -0.055691 -1.957663 0.017627
4 C 0.172575 -0.776263 -0.813224
5 N 2.341385 0.206355 -0.017253
6 N -0.156076 2.208446 0.016550
7 S -0.110836 -1.579638 1.835024
8 H -1.350304 0.751040 0.690580
9 H -1.509754 1.193975 -1.077377
10 H 0.853369 -2.568476 0.059568
11 H -0.986210 -2.582924 -0.213619
12 H 0.095288 -0.717385 -1.893212
13 H 0.583497 2.125201 0.745061
14 H 0.010973 2.887867 -0.734125
15 H -0.190205 -0.233834 1.888501

Forces on atoms 1 to 6 (eV/Å):
1.7 -0.5 -0.4
2.7 1.3 -5.3
-1.3 -1.7 1.0
-1.7 2.7 0.0
0.6 1.2 0.5
0.9 0.4 0.9

---

Entry 2:
This record from the Open Molecules 2025 dataset describes an isolated molecule of C4H8N2S at a distorted geometry. The level of theory is the ωB97M-V functional and the def2-TZVPD basis.

Charge: 0
Energy above the lowest of the compared OMol25 structures with the same formula, charge and spin in kcal per mole: 38.5
Largest force on an atom in eV Å⁻¹: 4.47
SMILES: S=C1NCCCN1
Gap between HOMO and LUMO in eV: 8.4

Atoms and positions in Å:
1 S 3.406785 -0.083286 -0.065817
2 C 1.620077 -0.005380 -0.127901
3 N 0.824983 -1.086531 -0.119506
4 C -0.595818 -1.309571 0.167220
5 C -1.263496 0.018842 -0.357750
6 C -0.518533 1.258114 -0.013624
7 N 0.970395 1.163227 -0.047447
8 H 1.303975 -1.973563 -0.220526
9 H -1.081753 -1.198228 1.279614
10 H -1.112307 -2.238880 -0.261908
11 H -2.256118 -0.030970 0.152772
12 H -1.291148 -0.062475 -1.391008
13 H -0.867288 2.169721 -0.459714
14 H -0.738537 1.480608 1.088836
15 H 1.598786 1.898367 0.376753

Forces on atoms 1 to 6 (eV/Å):
-2.8 0.0 -0.2
1.4 0.2 0.9
-0.1 -3.7 0.1
-2.3 3.1 1.5
-0.7 -1.9 1.1
1.1 0.9 4.2

---

Entry 3:
This record from the Open Molecules 2025 dataset describes an isolated molecule of C4H8N2S at a distorted geometry. The level of theory is the ωB97M-V functional and the def2-TZVPD basis.

Charge: 0
Energy above the lowest of the compared OMol25 structures with the same formula, charge and spin in kcal per mole: 47.4
Largest force on an atom in eV Å⁻¹: 1.87
SMILES: C=C/N=C(/C)NS
Gap between HOMO and LUMO in eV: 9.0

Atoms and positions in Å:
1 C -1.636171 0.284035 2.288445
2 C -0.833371 -0.211792 1.356369
3 N 0.225151 0.506380 0.744327
4 C 0.689436 0.260810 -0.416041
5 C 2.034723 0.730711 -0.879675
6 N 0.074985 -0.557699 -1.376764
7 S -1.588651 -0.597974 -1.758350
8 H -2.422706 -0.298272 2.771593
9 H -1.543711 1.338057 2.590720
10 H -0.929840 -1.286750 1.166638
11 H 2.571653 1.265691 -0.125958
12 H 1.916114 1.370256 -1.779179
13 H 2.631578 -0.138623 -1.187930
14 H 0.723811 -0.883346 -2.141531
15 H -1.913002 -1.781484 -1.252663

Forces on atoms 1 to 6 (eV/Å):
-0.1 1.0 0.3
0.2 -0.3 -0.3
0.1 -0.1 0.2
-0.8 -0.7 0.5
-0.2 0.2 -1.0
0.8 -0.8 -1.4

---

Entry 4:
This record from the Open Molecules 2025 dataset describes an isolated molecule of C4H8N2S at a distorted geometry. The level of theory is the ωB97M-V functional and the def2-TZVPD basis.

Charge: 0
Energy above the lowest of the compared OMol25 structures with the same formula, charge and spin in kcal per mole: 108.3
Largest force on an atom in eV Å⁻¹: 4.70
SMILES: C/C(=N/S)N1CC1
Gap between HOMO and LUMO in eV: 9.3

Atoms and positions in Å:
1 C 1.560505 0.046382 -1.674261
2 C 0.673061 -0.024242 -0.468811
3 N 1.050907 -0.574396 0.690437
4 S -0.257643 -1.233487 1.754509
5 N -0.678221 0.241324 -0.815066
6 C -1.088687 1.190015 0.129906
7 C -0.953817 1.624303 -1.307218
8 H 1.759553 1.021936 -1.932858
9 H 1.157673 -0.633623 -2.536041
10 H 2.711775 -0.246730 -1.417112
11 H -1.484926 -1.209271 1.065819
12 H -0.119733 1.580317 0.803448
13 H -2.078546 0.991303 0.504379
14 H 0.040831 2.167927 -1.634086
15 H -1.619531 1.376681 -2.130974

Forces on atoms 1 to 6 (eV/Å):
3.3 -3.3 0.7
0.5 -3.1 1.1
-2.4 0.4 -2.6
0.4 0.8 -0.9
2.2 -0.9 0.8
0.7 2.5 1.3

---

Entry 5:
This record from the Open Molecules 2025 dataset describes an isolated molecule of C4H8N2S at a distorted geometry. The level of theory is the ωB97M-V functional and the def2-TZVPD basis.

Charge: 0
Energy above the lowest of the compared OMol25 structures with the same formula, charge and spin in kcal per mole: 68.7
Largest force on an atom in eV Å⁻¹: 2.54
SMILES: N/N=C\SC1CC1
Gap between HOMO and LUMO in eV: 9.3

Atoms and positions in Å:
1 N 2.430421 -0.537232 -0.681124
2 N 2.329207 0.016094 0.543531
3 C 1.552470 0.967915 0.723118
4 S 0.172766 1.486653 -0.334301
5 C -0.736507 -0.000604 -0.469116
6 C -2.297507 0.169309 -0.296277
7 C -1.468472 -0.539080 0.765365
8 H 2.280200 0.016902 -1.534239
9 H 3.053382 -1.335793 -0.744878
10 H 1.638161 1.369643 1.717651
11 H -0.387547 -0.739464 -1.153652
12 H -2.671496 1.168306 -0.096690
13 H -2.920624 -0.418392 -0.961750
14 H -1.365963 -0.034666 1.707296
15 H -1.608490 -1.589585 0.815070

Forces on atoms 1 to 6 (eV/Å):
-0.2 -0.9 -0.9
1.8 -1.2 -1.1
-1.8 1.1 0.7
1.0 0.8 0.1
-2.1 -0.2 1.4
1.6 -0.4 -0.1

---

Entry 6:
This record from the Open Molecules 2025 dataset describes a structure of composition C4H8N2S at a distorted geometry. The level of theory is the ωB97M-V functional and the def2-TZVPD basis.

Charge: 0
Energy above the lowest of the compared OMol25 structures with the same formula, charge and spin in kcal per mole: 162.0
Largest force on an atom in eV Å⁻¹: 8.43
Gap between HOMO and LUMO in eV: 9.1

Atoms and positions in Å:
1 C 1.839664 -0.124190 0.164200
2 C -0.370053 -1.120428 -0.306266
3 C -1.887900 -0.800782 0.246154
4 C -0.238594 1.277326 -0.158936
5 H 2.563140 0.732140 -0.777812
6 H 1.952190 -1.659166 -0.101124
7 H 2.463641 0.255342 1.370529
8 H -0.573831 -1.061473 -1.355894
9 H 0.203277 -1.842539 0.104890
10 H -2.134548 -0.855132 1.307992
11 H -2.770892 -1.425080 -0.268234
12 H 0.106644 3.175919 -0.092382
13 N 0.279514 0.084341 -0.123480
14 N 0.514575 2.264117 0.019590
15 S -1.946828 1.099604 -0.029230

Forces on atoms 1 to 6 (eV/Å):
1.7 0.4 -1.4
-6.0 3.2 -0.9
-0.7 -0.4 -0.9
-0.2 0.6 1.2
-2.4 -3.1 2.9
0.3 5.0 0.8

---

Electronic energy (computed, eV): -18089.75376; -18092.07259; -18091.68888; -18089.04390; -18090.76151; -18086.71598